Entry 1:
Formula: C19H34BrCl20F7GaO
Source: the OMol25 dataset
Level of theory: the ωB97M-V functional and the def2-TZVPD basis

Output
Frontier orbital gap = 6.740 eV
HOMO energy = -4.83 eV
Max |F| = 0.138 hartree/bohr

ORCA input file:
```
! RIJCOSX wB97M-V def2-TZVPD def2/J DEFGRID3
* xyz -1 1
O -0.45 4.22 1.19
C -1.61 4.16 2.05
C -2.89 3.58 1.29
C -2.67 2.02 0.99
C -2.74 1.66 -0.56
Ga -0.96 0.86 -1.29
Br 0.50 2.78 -1.68
C -1.47 -0.18 -2.99
C -0.31 -0.41 -4.04
C 0.16 0.89 -4.79
F 0.22 0.63 -6.18
F -0.72 1.95 -4.67
F 1.46 1.23 -4.44
C -0.12 -0.37 0.17
F -1.05 -0.73 1.18
F 0.32 -1.56 -0.51
C 1.19 0.24 0.83
F 0.91 1.25 1.74
F 1.85 -0.84 1.48
H -0.55 4.97 0.58
H -1.38 3.59 2.99
H -1.87 5.23 2.35
H -3.11 4.19 0.37
H -3.76 3.69 2.04
H -1.67 1.75 1.43
H -3.48 1.40 1.50
H -2.86 2.63 -1.13
H -3.56 0.92 -0.80
H -2.36 0.35 -3.46
H -1.89 -1.17 -2.63
H -0.74 -1.07 -4.86
H 0.56 -1.01 -3.62
H 1.84 0.62 -0.01
C 0.72 -3.82 -5.06
Cl -0.99 -4.05 -5.48
Cl 0.89 -2.96 -3.53
H 1.19 -4.80 -4.97
H 1.20 -3.25 -5.84
C 4.43 -4.56 -2.13
Cl 3.41 -5.31 -3.35
Cl 4.28 -5.38 -0.57
H 5.47 -4.62 -2.45
H 4.14 -3.53 -2.01
C 6.31 -4.91 2.32
Cl 8.07 -4.93 2.46
Cl 5.64 -3.35 2.80
H 6.03 -5.10 1.28
H 5.90 -5.69 2.96
C -4.43 6.75 -0.74
Cl -2.87 6.63 0.09
Cl -4.68 5.38 -1.83
H -5.22 6.76 0.00
H -4.45 7.67 -1.32
C -3.84 3.54 5.18
Cl -2.66 2.33 4.65
Cl -4.54 4.41 3.80
H -4.64 3.04 5.72
H -3.34 4.25 5.83
C 4.22 3.39 -0.36
Cl 2.48 3.19 -0.82
Cl 4.39 4.22 1.21
H 4.68 2.41 -0.28
H 4.72 3.98 -1.12
C 1.08 -7.39 1.24
Cl 1.08 -7.20 -0.51
Cl 2.60 -6.83 1.95
H 0.26 -6.81 1.66
H 0.95 -8.44 1.48
C -3.67 -4.28 -8.24
Cl -4.71 -4.99 -9.48
Cl -3.83 -5.13 -6.70
H -2.64 -4.34 -8.57
H -3.95 -3.24 -8.10
C -3.82 1.70 8.47
Cl -5.52 2.01 8.10
Cl -2.94 3.21 8.75
H -3.76 1.09 9.37
H -3.36 1.17 7.64
C 5.70 -0.06 4.39
Cl 6.17 0.72 2.88
Cl 6.45 0.75 5.78
H 4.62 0.00 4.50
H 6.02 -1.09 4.38
*
```

Mulliken population analysis, charges in e, atoms 1 to 5:
1 O -0.363
2 C -0.628
3 C 1.193
4 C -0.267
5 C -0.363

***

Entry 2:
Formula: C19H34BrClFNOSTa
Source: the OMol25 dataset
Level of theory: the ωB97M-V functional and the def2-TZVPD basis

Output
Frontier orbital gap = 6.715 eV
HOMO energy = -4.49 eV
Max |F| = 0.108 hartree/bohr

ORCA input file:
```
! RIJCOSX wB97M-V def2-TZVPD def2/J DEFGRID3
* xyz -1 1
C -1.93 2.39 4.50
C -2.52 3.25 3.20
C -3.97 4.03 3.48
C -4.70 4.99 2.34
C -3.90 5.10 0.89
C -2.46 4.33 0.61
C -1.70 3.38 1.76
C -0.25 2.66 1.49
Ta -0.37 0.71 0.20
S -2.19 -0.26 1.71
C 1.22 -0.20 1.61
C 2.37 -1.13 0.91
F 3.26 -0.42 -0.04
C 1.21 1.69 -1.21
C 0.72 3.09 -1.91
C -0.55 2.96 -2.93
Br -0.52 1.35 -4.12
C -0.52 -1.18 -1.14
C -2.05 -1.84 -1.20
C -1.97 -2.98 -2.41
Cl -3.36 -0.62 -1.67
H -2.38 2.89 5.49
H -0.76 2.49 4.60
H -2.30 1.27 4.49
H -4.53 3.93 4.51
H -5.71 5.53 2.59
H -4.37 5.78 0.06
H -1.95 4.50 -0.44
H 0.16 2.32 2.55
H 0.54 3.44 1.05
H -1.69 1.52 -0.82
H -1.52 -0.75 2.85
H 0.64 -0.80 2.47
H 1.77 0.68 2.18
H 1.97 -2.11 0.40
H 3.08 -1.50 1.80
H 1.54 0.89 -2.03
H 2.18 1.93 -0.59
H 0.55 3.93 -1.09
H 1.64 3.47 -2.57
H -0.50 3.91 -3.65
H -1.57 3.10 -2.32
H 0.19 -2.06 -0.85
H -0.27 -0.92 -2.28
H -2.25 -2.43 -0.21
H -2.98 -2.92 -3.02
H -1.04 -2.85 -3.10
H -1.91 -4.08 -1.97
C 2.56 -4.56 -0.75
O 1.77 -3.86 -1.37
N 3.69 -5.15 -1.28
C 4.57 -5.97 -0.47
C 4.00 -4.95 -2.68
H 2.41 -4.78 0.32
H 5.57 -5.53 -0.48
H 4.61 -6.97 -0.91
H 4.21 -6.04 0.56
H 4.13 -3.87 -2.86
H 3.18 -5.31 -3.29
H 4.92 -5.47 -2.94
*
```

Mulliken population analysis, charges in e, atoms 1 to 5:
1 C -1.005
2 C 0.589
3 C -0.463
4 C -0.484
5 C -0.495

***

Entry 3:
Formula: C19H34F7I2NO9PS
Source: the OMol25 dataset
Level of theory: the ωB97M-V functional and the def2-TZVPD basis

Output
Frontier orbital gap = 7.025 eV
HOMO energy = -4.74 eV
Max |F| = 0.074 hartree/bohr

ORCA input file:
```
! RIJCOSX wB97M-V def2-TZVPD def2/J DEFGRID3
* xyz -1 1
C 2.60 1.77 0.67
C 2.27 1.58 -0.80
O 3.41 1.13 -1.48
C 1.00 0.75 -1.09
C 0.99 -0.71 -0.65
S 2.05 -1.71 -1.84
O 1.36 -0.96 0.65
P 0.76 -2.48 1.29
N 2.17 -2.73 2.37
C -0.42 -1.69 2.61
I -0.88 -3.06 4.23
C -0.25 -0.26 3.15
C -0.78 0.82 2.21
I 1.65 0.26 4.00
O -0.55 -2.40 0.09
C -0.46 -1.30 -0.71
C -1.10 -1.54 -2.07
F -0.56 -0.83 -3.08
F -1.01 -2.81 -2.41
C -2.63 -1.21 -2.07
F -3.25 -2.03 -2.92
F -3.18 -1.37 -0.89
C -2.93 0.22 -2.59
F -2.15 1.11 -2.06
F -2.91 0.29 -3.88
F -4.17 0.52 -2.22
H 1.81 2.21 1.26
H 2.98 0.84 1.08
H 3.43 2.48 0.70
H 2.07 2.57 -1.20
H 3.77 0.34 -1.05
H 0.14 1.25 -0.65
H 0.85 0.81 -2.16
H 3.01 -2.19 -1.03
H 0.23 -3.75 1.74
H 1.51 -3.23 0.32
H 2.52 -3.66 2.23
H 1.95 -2.59 3.36
H -1.36 -1.65 2.09
H -0.92 -0.21 4.00
H 0.02 1.14 1.56
H -1.09 1.65 2.84
H -1.65 0.47 1.66
H -1.07 -0.54 -0.20
C 4.74 3.57 9.12
C 5.43 3.15 7.84
O 4.48 2.92 6.79
C 3.97 4.02 6.22
O 4.24 5.16 6.50
O 3.10 3.63 5.29
C 2.39 4.69 4.66
H 3.99 2.83 9.41
H 5.47 3.65 9.93
H 4.24 4.53 9.01
H 5.94 2.21 7.98
H 6.17 3.89 7.52
H 3.07 5.43 4.25
H 1.71 5.16 5.37
H 1.81 4.25 3.85
C -5.59 -1.34 -5.52
C -4.52 -2.41 -5.56
O -4.68 -3.29 -6.69
C -4.30 -2.79 -7.86
O -3.82 -1.71 -8.06
O -4.54 -3.72 -8.80
C -4.25 -3.29 -10.13
H -6.58 -1.79 -5.56
H -5.50 -0.74 -4.62
H -5.50 -0.67 -6.38
H -4.61 -3.05 -4.68
H -3.52 -1.99 -5.55
H -3.23 -2.92 -10.21
H -4.96 -2.51 -10.44
H -4.37 -4.15 -10.78
*
```

Mulliken population analysis, charges in e, atoms 1 to 5:
1 C -1.092
2 C -0.179
3 O -0.623
4 C -0.992
5 C 1.037

***

Entry 4:
Formula: C19H34F7N4O9PS
Source: the OMol25 dataset
Level of theory: the ωB97M-V functional and the def2-TZVPD basis

Output
Frontier orbital gap = 8.331 eV
HOMO energy = -9.29 eV
SMILES = O=[PH2][C@@H]1C[C@H](S(=O)(=O)C(F)(F)C(F)(F)C(F)(F)F)OC1=O.CNC(C)=O.CNC(C)=O.CNC(C)=O.CNC(C)=O
Max |F| = 0.181 hartree/bohr

ORCA input file:
```
! RIJCOSX wB97M-V def2-TZVPD def2/J DEFGRID3
* xyz 0 1
O -0.32 -2.90 -5.57
P -1.49 -2.06 -4.87
C -0.87 -0.39 -4.11
C 0.20 -0.85 -2.92
C -0.68 -0.72 -1.50
S -0.47 -2.39 -0.60
O 1.02 -2.82 -0.89
O -1.51 -3.36 -1.22
C -0.60 -2.24 1.27
F -1.88 -2.92 1.66
F -0.75 -0.80 1.61
C 0.59 -3.01 2.10
F 0.84 -4.42 1.63
F 1.89 -2.25 2.04
C 0.23 -3.18 3.73
F -0.37 -1.95 4.29
F 1.54 -3.53 4.40
F -0.68 -4.35 3.96
O -2.11 -0.52 -1.89
C -2.08 0.26 -3.17
O -2.83 1.30 -3.56
H -2.52 -1.77 -5.87
H -2.18 -2.83 -3.83
H -0.33 0.33 -4.87
H 0.49 -1.92 -3.29
H 1.21 -0.21 -2.86
H -0.23 0.15 -0.81
C 4.28 -8.09 0.15
N 5.28 -7.10 0.49
C 5.11 -5.89 1.09
C 3.71 -5.49 1.48
O 6.08 -5.17 1.30
H 4.54 -9.02 0.67
H 4.31 -8.25 -0.93
H 3.28 -7.78 0.45
H 6.25 -7.30 0.25
H 3.73 -4.51 1.96
H 3.07 -5.44 0.60
H 3.30 -6.21 2.20
C -2.55 4.88 -0.25
N -1.91 3.65 -0.67
C -0.61 3.45 -1.03
C 0.31 4.64 -1.02
O -0.23 2.33 -1.36
H -2.95 4.73 0.75
H -3.38 5.07 -0.94
H -1.86 5.72 -0.25
H -2.47 2.80 -0.70
H 1.31 4.33 -1.34
H -0.05 5.40 -1.72
H 0.38 5.05 -0.01
C -2.11 4.52 -5.97
N -1.04 4.55 -5.01
C -0.06 5.50 -4.86
C -0.06 6.66 -5.81
O 0.78 5.37 -3.98
H -3.06 4.51 -5.43
H -2.02 3.60 -6.55
H -2.09 5.38 -6.65
H -0.97 3.80 -4.33
H 0.78 7.33 -5.57
H 0.06 6.31 -6.84
H -0.99 7.23 -5.71
C -0.18 0.59 6.48
N -0.67 1.80 7.08
C -1.61 1.94 8.06
C -2.24 0.69 8.62
O -1.92 3.05 8.47
H 0.90 0.55 6.64
H -0.38 0.64 5.40
H -0.65 -0.30 6.89
H -0.30 2.69 6.76
H -2.97 0.95 9.39
H -2.76 0.15 7.82
H -1.47 0.05 9.07
*
```

Mulliken population analysis, charges in e, atoms 1 to 5:
1 O -0.636
2 P 0.360
3 C 0.120
4 C -1.002
5 C 0.125

***

Entry 5:
Formula: C19H34N2O2
Source: the OMol25 dataset
Level of theory: the ωB97M-V functional and the def2-TZVPD basis

Output
Frontier orbital gap = 8.822 eV
HOMO energy = -8.28 eV
Energy relative to the best compared isomer or geometry (same formula, charge and spin) = 2200.1 kJ/mol
Max |F| = 0.358 hartree/bohr

ORCA input file:
```
! RIJCOSX wB97M-V def2-TZVPD def2/J DEFGRID3
* xyz 0 1
O -1.42 4.75 0.73
C -0.72 3.72 0.75
N -1.04 2.40 0.59
H -0.43 1.79 0.67
C -2.66 2.20 0.37
C -3.08 1.54 1.67
H -4.04 1.27 1.51
H -3.17 2.16 2.32
C -2.25 0.29 1.94
N -2.03 -0.73 1.00
C -0.65 -0.75 0.19
O 0.15 0.04 0.40
C -0.98 -1.78 -0.79
C 0.30 -2.95 -0.42
C -0.34 -3.69 0.72
H -0.37 -2.90 1.74
C 0.70 -4.70 1.43
C -0.01 -5.73 2.09
C -1.20 -6.09 0.99
H -1.97 -6.38 1.65
C -1.58 -4.49 0.49
H -1.60 -4.45 -0.44
H -2.25 -4.13 1.10
H -0.80 -6.54 0.34
H 0.52 -6.77 1.86
H -0.34 -5.50 2.98
H 1.40 -4.22 2.03
H 1.40 -5.23 0.32
H 1.23 -2.36 -0.09
H 0.35 -3.61 -1.16
H -1.70 -2.25 -1.11
H -0.48 -1.28 -1.80
H -2.72 -1.32 0.69
H -2.84 -0.21 2.91
H -1.29 0.63 2.43
H -2.82 3.00 0.11
H -2.57 1.49 -0.63
C 0.99 4.07 1.08
C 1.49 4.44 -0.49
C 1.57 3.39 -1.52
C 2.24 2.03 -0.91
C 2.99 1.67 -2.30
H 3.62 0.98 -2.26
C 3.04 2.90 -3.09
H 3.27 2.72 -4.37
H 3.97 3.09 -2.73
C 1.88 3.71 -2.76
H 1.07 3.59 -3.50
H 2.29 4.73 -2.97
H 2.09 1.10 -2.98
H 1.64 1.29 -0.63
H 3.05 2.35 -0.53
H 0.30 2.81 -1.70
H 2.47 4.68 -0.17
H 0.91 5.22 -0.70
H 1.17 4.82 1.71
H 1.20 3.18 1.24
*
```

Mulliken population analysis, charges in e, atoms 1 to 5:
1 O -0.708
2 C 0.648
3 N 0.073
4 H 0.251
5 C -1.466

***

Entry 6:
Formula: C19H34O4
Source: the OMol25 dataset
Level of theory: the ωB97M-V functional and the def2-TZVPD basis

Output
Frontier orbital gap = 10.637 eV
HOMO energy = -9.91 eV
Energy relative to the best compared isomer or geometry (same formula, charge and spin) = 93.0 kJ/mol
SMILES = C#CCCCCCCCCCCC[C@H](O)C[C@H](O)COC(C)=O
Max |F| = 0.017 hartree/bohr

ORCA input file:
```
! RIJCOSX wB97M-V def2-TZVPD def2/J DEFGRID3
* xyz 0 1
C 8.28 0.88 -0.61
C 7.88 -0.25 -0.71
C 7.39 -1.61 -0.79
C 6.28 -1.87 0.23
C 5.04 -1.02 -0.03
C 3.96 -1.25 1.02
C 2.66 -0.50 0.72
C 2.82 1.02 0.80
C 1.48 1.76 0.76
C 0.76 1.61 -0.57
C -0.45 2.54 -0.71
C -1.54 2.35 0.35
C -2.12 0.94 0.44
C -2.93 0.55 -0.80
O -4.02 1.42 -1.01
C -3.37 -0.92 -0.69
C -4.48 -1.31 -1.69
O -4.28 -0.75 -2.96
C -5.90 -0.94 -1.20
O -6.20 -1.47 0.08
C -6.10 -0.68 1.15
C -6.51 -1.39 2.40
O -5.73 0.47 1.10
H 8.63 1.86 -0.54
H 7.00 -1.78 -1.80
H 8.22 -2.29 -0.63
H 6.01 -2.93 0.20
H 6.66 -1.66 1.23
H 4.64 -1.27 -1.02
H 5.33 0.03 -0.04
H 3.74 -2.32 1.07
H 4.34 -0.95 2.00
H 1.91 -0.81 1.45
H 2.30 -0.78 -0.27
H 3.45 1.37 -0.02
H 3.33 1.27 1.74
H 1.67 2.82 0.94
H 0.85 1.39 1.57
H 0.44 0.58 -0.70
H 1.45 1.84 -1.38
H -0.10 3.57 -0.65
H -0.89 2.40 -1.70
H -1.14 2.62 1.33
H -2.35 3.05 0.13
H -2.79 0.90 1.30
H -1.33 0.21 0.60
H -2.31 0.66 -1.70
H -4.56 1.41 -0.20
H -2.49 -1.55 -0.88
H -3.72 -1.14 0.32
H -4.44 -2.40 -1.84
H -4.26 0.21 -2.84
H -6.01 0.14 -1.19
H -6.63 -1.38 -1.89
H -7.53 -1.10 2.64
H -6.47 -2.46 2.26
H -5.87 -1.09 3.22
*
```

Mulliken population analysis, charges in e, atoms 1 to 5:
1 C 0.068
2 C -0.397
3 C -0.779
4 C -0.670
5 C -0.406

***

Entry 7:
Formula: C19H35BrN3O5PS
Source: the OMol25 dataset
Level of theory: the ωB97M-V functional and the def2-TZVPD basis

Output
Frontier orbital gap = 6.631 eV
HOMO energy = -8.68 eV
SMILES = CCCCc1c(CN)cc2nsnc2c1P(O)Br.COCCOC.COCCOC
Max |F| = 0.141 hartree/bohr

ORCA input file:
```
! RIJCOSX wB97M-V def2-TZVPD def2/J DEFGRID3
* xyz 0 1
C 1.85 -1.24 0.59
C 0.25 -1.68 0.43
C 0.05 -2.10 -1.14
C -1.50 -2.11 -1.67
C -2.46 -0.93 -1.05
C -3.97 -1.25 -0.43
C -4.64 -2.76 -0.38
N -4.95 -3.17 1.07
C -4.94 -0.03 0.19
C -4.50 1.55 0.25
N -5.26 2.75 0.79
S -4.08 4.03 0.42
N -2.67 3.34 -0.36
C -3.03 1.86 -0.40
C -2.03 0.68 -1.02
P -0.34 1.32 -1.72
O -0.57 2.58 -2.90
Br 0.60 2.38 0.11
H 2.45 -1.37 -0.43
H 1.96 -0.11 0.97
H 2.42 -1.90 1.39
H 0.12 -2.62 1.13
H -0.36 -0.74 0.78
H 0.45 -3.22 -1.28
H 0.75 -1.43 -1.82
H -1.94 -3.18 -1.42
H -1.52 -2.02 -2.86
H -4.04 -3.57 -0.98
H -5.71 -2.66 -0.90
H -4.69 -2.36 1.71
H -6.01 -3.21 1.16
H -6.01 -0.32 0.64
H -1.06 3.35 -2.46
C 1.58 -4.39 3.89
O 1.07 -3.09 3.59
C -0.30 -2.95 3.99
C -0.41 -2.16 5.30
O 0.14 -2.90 6.39
C 1.45 -2.45 6.75
H 2.67 -4.36 3.78
H 1.34 -4.69 4.91
H 1.18 -5.12 3.18
H -0.79 -3.92 4.07
H -0.80 -2.38 3.20
H -1.47 -2.01 5.53
H 0.06 -1.18 5.22
H 1.37 -1.50 7.29
H 2.09 -2.32 5.87
H 1.90 -3.19 7.40
C 3.91 4.16 -2.40
O 3.10 3.32 -3.22
C 2.05 4.04 -3.86
C 2.39 4.34 -5.32
O 3.49 5.26 -5.42
C 4.71 4.60 -5.73
H 4.82 3.61 -2.13
H 4.20 5.08 -2.91
H 3.37 4.41 -1.48
H 1.82 4.96 -3.31
H 1.16 3.40 -3.83
H 1.53 4.82 -5.80
H 2.60 3.42 -5.88
H 4.72 4.32 -6.79
H 4.87 3.72 -5.11
H 5.53 5.30 -5.55
*
```

Mulliken population analysis, charges in e, atoms 1 to 5:
1 C -0.898
2 C 0.252
3 C -0.934
4 C -0.621
5 C 0.259

***

Q: Look up the HOMO energy of the second one.
A: -4.49 eV